No. 1
Here is a molecular structure, Co3F2O8P2 at a distorted geometry from the OMol25 dataset. Energies are from ωB97M-V/def2-TZVPD.

Calculated values
- electronic energy (a.u.) = -5632.8175
- maximum force (eV/A) = 8.05
- multiplicity = 10
- charge = -2
- molar mass (u) = 404.74

Geometry as XYZ:
```
15
Properties=species:S:1:pos:R:3:forces:R:3
Co 1.3473 -1.5680 2.1733 -1.5 0.2 -1.9
Co -2.4998 1.0696 -1.3338 2.6 -0.8 1.5
Co -0.7218 -0.4688 0.5338 0.6 0.8 -1.5
P 1.7163 0.7115 1.6648 -0.1 -4.7 -6.5
O 2.1600 1.7138 0.6613 0.4 2.7 2.8
O 2.7669 -0.2302 2.3890 0.1 1.3 2.0
O 1.3296 -0.4343 0.5127 2.1 -3.0 -1.9
O 0.2962 0.2296 2.1332 -1.6 3.4 6.0
P -0.6427 -0.0361 -2.4497 1.7 4.1 5.9
O -1.6010 -0.7078 -1.3495 -3.3 -5.6 -3.3
O 0.7396 -0.4159 -2.8221 -1.1 -1.6 -2.2
O -0.3860 0.8617 -1.1046 1.2 4.1 0.9
O -1.5207 1.0722 -3.1310 -1.3 -1.3 -1.9
F -0.4401 -2.3662 1.3904 0.8 -0.1 0.9
F -2.5436 0.5689 0.7322 -0.6 0.5 -0.8
```
Forces are in eV/Å.

Here are the Mulliken charges for atoms 1 to 6, given in e: number 1, Co, carries 0.72; number 2, Co, carries 0.73; number 3, Co, carries 1.16; number 4, P, carries 1.04; number 5, O, carries -0.62; number 6, O, carries -0.69

***

No. 2
Here is 2 unconnected molecules or ions with the total composition C8H17BFN2 at a distorted geometry from the OMol25 dataset. Energies are from ωB97M-V/def2-TZVPD.

Calculated values
- electronic energy (a.u.) = -549.2527
- maximum force (eV/A) = 1.22
- charge = -1
- molar mass (u) = 171.05
- energy relative to the best compared isomer or geometry (same formula, charge and spin) (kcal per mole) = 0.0

Geometry as XYZ:
```
29
Properties=species:S:1:pos:R:3:forces:R:3
C 2.9246 -1.0847 -1.7376 -0.1 0.3 0.4
C 1.5463 -0.5191 -1.3492 0.0 -0.6 -0.4
C 0.3789 -1.4295 -1.6773 -0.3 0.7 1.0
F 0.3948 -1.6403 -3.0863 0.1 -0.2 -0.3
B -1.0435 -0.8165 -1.1002 0.3 -0.3 -0.4
C -2.3496 -1.2964 -1.9618 -0.3 0.4 0.8
N -3.5891 -1.2998 -1.1142 0.2 -0.1 -0.2
H 2.8483 -2.0384 -2.2493 -0.1 -0.1 -0.2
H 3.5210 -1.2506 -0.8432 0.2 -0.1 0.1
H 3.4814 -0.3849 -2.3503 0.2 0.0 -0.3
H 1.4916 -0.3837 -0.2758 0.0 0.3 0.3
H 1.3474 0.4257 -1.8412 0.1 0.3 0.0
H 0.6064 -2.3824 -1.1908 -0.1 -0.5 -0.4
H -0.9376 0.4163 -1.1148 -0.2 0.1 0.0
H -1.1516 -1.1933 0.0614 0.0 0.0 0.1
H -2.2541 -2.3006 -2.3663 0.1 -0.2 -0.2
H -2.4988 -0.5960 -2.7861 0.1 -0.1 -0.4
H -3.6240 -0.4220 -0.6068 0.0 0.0 0.0
H -4.4077 -1.3371 -1.7150 0.0 0.1 0.1
N 1.2529 1.9291 3.6026 0.1 0.0 0.0
C -0.0397 2.0329 4.0423 0.0 0.0 0.0
C -0.8553 2.0351 2.9413 0.0 0.0 0.1
C -0.0259 1.9332 1.7922 0.0 0.0 -0.1
C 1.2675 1.8702 2.2321 0.0 0.0 0.0
H 2.0634 1.8958 4.1914 0.0 0.0 0.0
H -0.2662 2.0839 5.0939 0.0 0.0 0.0
H -1.9307 2.0914 2.9559 0.0 0.0 0.0
H -0.3436 1.8855 0.7630 0.0 -0.1 0.0
H 2.1929 1.7764 1.6902 0.0 0.0 0.0
```
Forces are in eV/Å.

Here are the Mulliken charges for atoms 1 to 6, given in e: number 1, C, carries -1.21; number 2, C, carries 0.02; number 3, C, carries -0.20; number 4, F, carries -0.41; number 5, B, carries 0.02; number 6, C, carries -0.42

***

No. 3
Here is 2 unconnected molecules or ions with the total composition C5H14N2O at a distorted geometry from the OMol25 dataset. Energies are from ωB97M-V/def2-TZVPD.

Calculated values
- electronic energy (a.u.) = -383.3239
- maximum force (eV/A) = 3.52
- molar mass (u) = 118.18
- energy relative to the best compared isomer or geometry (same formula, charge and spin) (kcal per mole) = 236.4

Geometry as XYZ:
```
22
Properties=species:S:1:pos:R:3:forces:R:3
N -2.1934 -0.5474 1.0112 -1.1 -0.5 -3.3
C -1.5996 -0.5793 -0.2876 2.9 -0.7 0.1
C -1.5901 0.8839 -1.0293 -2.0 -0.4 1.6
O 1.5303 1.0154 -1.4192 0.1 0.4 -1.2
C -0.1930 -1.1096 -0.1392 2.5 -1.1 0.3
N 0.6263 -0.6319 1.0095 0.8 1.5 -1.7
C 0.4374 0.7708 1.2953 -0.8 1.2 1.0
C 2.0084 -0.8238 0.6790 0.7 -0.6 2.1
H 2.1140 1.3192 -2.1599 -0.5 -0.6 1.0
H -3.1529 -0.4153 0.6526 -0.5 0.2 1.2
H -1.9386 -1.2725 -1.1480 -0.8 0.8 1.3
H -0.7316 1.1024 -1.6866 0.6 -0.5 0.7
H -1.7432 1.5941 -0.1684 0.4 -0.3 -1.4
H -2.4933 0.8280 -1.6556 0.1 0.6 0.2
H 0.4020 -0.8036 -1.0601 -0.5 -0.4 0.7
H 0.0411 -2.1841 0.0916 -1.5 0.3 -1.1
H -0.6411 0.8704 1.5973 1.0 0.4 -0.9
H 0.8847 1.3567 0.4364 -0.8 -0.2 0.8
H 0.9294 1.1296 2.2187 0.2 -0.6 -0.3
H 2.5932 -0.4346 1.5166 0.1 -0.5 0.1
H 2.3868 -0.2475 -0.1434 -0.5 1.4 -1.5
H 2.3232 -1.8211 0.3892 -0.4 -0.5 0.4
```
Forces are in eV/Å.

Here are the Mulliken charges for atoms 1 to 6, given in e: number 1, N, carries -0.50; number 2, C, carries -0.03; number 3, C, carries -0.97; number 4, O, carries -0.71; number 5, C, carries -0.62; number 6, N, carries 0.03